44
Properties=species:S:1:pos:R:3:lowdin_spin:R:1 method="wB97M-V/def2-TZVPD" gap_ev="7.14 / 5.43" mol_weight_da=833.900 charge=+4 spin_multiplicity=6 total_energy_ha=-3483.4566
I -4.0509 0.6418 0.4379 1.22
I 1.6362 -3.1908 -1.6490 0.89
Ti 0.5931 -0.8726 -0.9178 1.00
Rh -1.4675 0.8181 -0.3835 0.50
S -1.5635 -1.1271 -1.8447 0.04
C -1.6900 2.1473 -1.6314 0.03
C -0.9591 2.1006 0.8815 0.04
C -1.9733 -0.7711 -3.6990 0.01
C -1.7144 -2.1126 -4.3848 0.00
C -1.1334 0.3328 -4.3287 0.00
C -3.4614 -0.4233 -3.6825 0.00
C 2.3305 -0.2104 0.0516 0.01
C 1.5403 0.0875 -2.5696 0.05
O -0.9278 2.9011 1.6945 0.01
O -1.8939 3.0229 -2.3445 0.01
O 3.2723 0.0376 0.6661 0.01
O 2.1347 0.4990 -3.4629 0.04
H -1.9302 -2.0117 -5.4557 0.00
H -2.3569 -2.8922 -3.9631 0.00
H -0.6694 -2.4185 -4.2618 0.00
H -1.7792 0.9087 -5.0089 0.00
H -0.3168 -0.0929 -4.9222 0.00
H -0.7104 1.0372 -3.6100 0.00
H -3.7980 -0.2702 -4.7153 0.00
H -3.6599 0.4889 -3.1087 0.00
H -4.0414 -1.2388 -3.2376 0.00
O 3.2114 -0.4322 6.7081 0.82
N 2.2980 0.3259 6.3180 0.02
O 1.8169 1.2115 7.0594 0.06
C 1.7761 0.1930 4.9728 0.04
C 1.8420 -0.9989 4.2460 0.02
C 1.2876 -1.1075 2.9768 0.00
C 0.7714 0.0268 2.2821 0.02
O 0.1976 -0.2435 1.1094 0.04
C 1.0269 1.2732 2.9601 0.00
C 1.3218 1.3321 4.3206 0.02
N 1.4958 2.5635 2.3499 0.00
O 1.3858 3.5564 3.1028 0.00
O 1.8521 2.6401 1.1647 0.00
N 1.4731 -2.3373 2.2959 0.00
O 2.1254 -3.2202 2.8927 0.03
O 0.9510 -2.5929 1.1722 0.05
H 2.3229 -1.8612 4.6851 0.00
H 1.4345 2.2801 4.8335 0.00

***

13
Properties=species:S:1:pos:R:3:mulliken_charge:R:1 method="wB97M-V/def2-TZVPD" gap_ev=13.60 mol_weight_da=73.068 charge=+1 e_above_lowest_kcal_mol=2.5 total_energy_ha=-306.1225
O -0.2008 0.2216 -0.8365 -0.48
H -0.6067 -0.6105 -0.4037 0.48
H -0.4714 0.9802 -0.2176 0.48
H 0.7980 0.0496 -0.6597 0.48
O 2.2825 -0.2370 -0.3934 -0.67
H 2.9473 0.0631 -1.0235 0.35
H 2.5587 -1.1087 -0.0795 0.34
O -0.9619 2.0655 0.8467 -0.70
H -0.6178 2.9451 0.6694 0.35
H -1.9098 2.1897 1.0225 0.35
O -0.9688 -1.9745 0.2808 -0.69
H -1.4191 -2.5743 -0.3267 0.36
H -1.4301 -2.0098 1.1214 0.35

***

16
Properties=species:S:1:pos:R:3:mulliken_charge:R:1 method="wB97M-V/def2-TZVPD" gap_ev=12.72 mol_weight_da=60.140 smiles=CC.CC e_above_lowest_kcal_mol=8.8 total_energy_ha=-159.5709
C 0.9498 1.9008 2.2915 -0.92
C 0.6775 1.3832 0.8957 -0.82
H 1.9049 2.4161 2.3587 0.29
H 0.1911 2.5667 2.6838 0.29
H 1.0769 1.0184 2.9256 0.26
H 1.2788 0.5541 0.4999 0.28
H -0.3079 0.9449 0.7306 0.29
H 0.8836 2.1436 0.1385 0.33
C -1.5111 -1.8449 -1.8589 -0.85
C -0.1783 -1.3597 -1.2618 -0.72
H -1.6527 -1.5474 -2.8893 0.26
H -1.4896 -2.9345 -1.8040 0.25
H -2.4034 -1.5066 -1.3297 0.29
H -0.1008 -1.1401 -0.2027 0.19
H 0.1295 -0.4388 -1.7621 0.26
H 0.5518 -2.1558 -1.4156 0.33

***

90
Properties=species:S:1:pos:R:3:lowdin_spin:R:1 method="wB97M-V/def2-TZVPD" gap_ev="10.02 / 6.36" mol_weight_da=576.444 charge=+2 e_above_lowest_kcal_mol=0.0 spin_multiplicity=6 total_energy_ha=-2845.2033
Fe -0.0478 1.1754 -0.4526 4.15
C -4.5096 0.9510 -2.8012 0.00
C -3.0367 1.0049 -2.4094 0.00
C -2.1328 0.8938 -3.6430 0.00
C -2.6941 -0.0681 -1.4192 0.03
C -3.4013 -1.1794 -1.0104 0.02
C -2.5965 -1.8516 -0.0853 0.04
C -2.9851 -3.0874 0.6744 0.00
C -2.1184 -4.3101 0.3613 0.00
C -3.0900 -2.7963 2.1745 0.00
N -1.4491 -1.1667 0.0419 0.01
N -1.5076 -0.0665 -0.7752 0.14
B -0.1376 -1.4355 0.8465 0.00
N 0.0382 -0.3082 1.9195 0.01
N -0.1294 0.9938 1.4936 0.14
C -0.1160 1.7980 2.5809 0.03
C 0.0647 1.0166 3.6952 0.02
C 0.1878 -0.3093 3.2542 0.03
C 0.5374 -1.4379 4.1960 0.01
C 1.8548 -1.0585 4.8979 0.00
C 0.6662 -2.8569 3.6557 0.00
C -0.2727 3.2839 2.4775 0.00
C -1.5816 3.6545 1.7776 0.00
C 0.9498 3.9212 1.8134 0.00
N 1.0667 -1.3373 -0.1389 0.01
N 1.3732 -0.1316 -0.7235 0.14
C 2.5293 -0.2832 -1.4105 0.03
C 2.9555 -1.5855 -1.2702 0.02
C 2.0113 -2.2294 -0.4617 0.03
C 1.9772 -3.6722 -0.0650 0.00
C 1.3980 -4.4937 -1.2243 0.00
C 3.3689 -4.1675 0.3269 0.00
C 3.1456 0.8422 -2.1833 0.00
C 2.3332 1.1469 -3.4447 0.00
C 3.3393 2.0800 -1.3076 0.01
H -4.7458 1.7643 -3.4860 0.00
H -4.7400 0.0147 -3.3120 0.00
H -5.1603 1.0397 -1.9317 0.00
H -2.8499 1.9683 -1.9180 0.00
H -2.3191 -0.0451 -4.1659 0.00
H -2.3370 1.7087 -4.3385 0.00
H -1.0708 0.9188 -3.3844 0.00
H -4.3853 -1.4811 -1.3250 0.00
H -3.9918 -3.3138 0.3164 0.00
H -1.1124 -4.2206 0.7698 0.00
H -2.5765 -5.1944 0.8033 0.00
H -2.0426 -4.4765 -0.7137 0.00
H -2.1304 -2.4888 2.5897 0.00
H -3.8129 -2.0041 2.3716 0.00
H -3.4162 -3.6913 2.7035 0.00
H -0.1845 -2.4946 1.3410 0.00
H 0.1238 1.3573 4.7147 0.00
H -0.2539 -1.4304 4.9525 0.00
H 2.6732 -1.0274 4.1758 0.00
H 1.8015 -0.0924 5.3951 0.00
H 2.0946 -1.8097 5.6489 0.00
H 1.4489 -2.9236 2.8973 0.00
H 0.9606 -3.5038 4.4814 0.00
H -0.2596 -3.2549 3.2482 0.00
H -0.3230 3.6520 3.5039 0.00
H -1.6229 3.2584 0.7577 0.00
H -2.4436 3.2602 2.3148 0.00
H -1.6845 4.7379 1.7165 0.00
H 1.0847 3.5638 0.7877 0.00
H 0.8361 5.0045 1.7724 0.00
H 1.8636 3.6947 2.3621 0.00
H 3.8434 -2.0210 -1.6952 0.00
H 1.3142 -3.7750 0.7946 0.00
H 2.0453 -4.4313 -2.1004 0.00
H 1.3231 -5.5415 -0.9343 0.00
H 0.4043 -4.1437 -1.5070 0.00
H 4.0519 -4.1388 -0.5233 0.00
H 3.7991 -3.5721 1.1329 0.00
H 3.3095 -5.2020 0.6624 0.00
H 4.1307 0.4909 -2.4952 0.00
H 1.3323 1.5104 -3.1936 0.00
H 2.8291 1.9159 -4.0372 0.00
H 2.2175 0.2599 -4.0669 0.00
H 2.3816 2.4807 -0.9551 0.00
H 3.9469 1.8593 -0.4305 0.00
H 3.8294 2.8724 -1.8732 0.00
C 0.9487 5.7262 -3.1564 0.00
C -0.4258 5.1233 -2.8263 0.00
C -0.3035 3.8937 -2.0642 0.03
N -0.1981 2.9320 -1.4475 0.05
H 0.7953 6.6633 -3.6856 0.00
H 1.5233 5.0593 -3.7959 0.00
H 1.5157 5.9322 -2.2506 0.00
H -0.9900 4.8809 -3.7303 0.00
H -1.0386 5.8048 -2.2311 0.00

***

17
Properties=species:S:1:pos:R:3:mulliken_charge:R:1 method="wB97M-V/def2-TZVPD" gap_ev=9.00 mol_weight_da=116.139 smiles=N[C@]12CCN[C@H]1[C@@H]2F e_above_lowest_kcal_mol=92.5 total_energy_ha=-405.1429
N -1.6556 0.2527 -1.2268 -0.58
C -0.4549 -0.0142 -0.6442 0.24
C 0.2670 -1.3953 -0.8850 -0.45
C 1.2373 -1.4415 0.4856 -0.62
N 0.4011 -0.8128 1.6549 -0.42
C -0.1865 0.2951 1.0052 -0.46
C 0.5861 1.0285 -0.0253 -0.01
F 0.0066 2.2596 -0.1292 -0.30
H -2.4404 -0.4368 -0.6109 0.35
H -1.7007 0.0238 -2.3192 0.31
H 0.7780 -1.5725 -1.9503 0.30
H -0.6064 -2.0584 -0.5851 0.19
H 1.6000 -2.5163 0.6696 0.34
H 2.0925 -0.7646 0.2239 0.19
H -0.3134 -1.5448 1.8565 0.31
H -1.0818 0.6650 1.5607 0.39
H 1.7002 0.9533 -0.2967 0.22

***

8
Properties=species:S:1:pos:R:3:mulliken_charge:R:1 method="wB97M-V/def2-TZVPD" gap_ev="7.76 / 7.76" mol_weight_da=126.102 e_above_lowest_kcal_mol=109.0 total_energy_ha=-812.4854
C -1.3833 -0.4217 0.9734 -0.14
C 0.2807 -1.0067 -0.0268 -0.66
C 0.9182 0.2582 -0.4683 1.03
F 2.1740 0.4250 0.1167 -0.24
F 1.1720 0.3687 -1.7775 -0.23
F 0.2243 1.4245 -0.0838 -0.26
S -1.5215 -1.0686 -0.4855 0.05
H -1.8644 0.0205 1.7518 0.45

***

16
Properties=species:S:1:pos:R:3:mulliken_charge:R:1 method="wB97M-V/def2-TZVPD" gap_ev=9.30 mol_weight_da=99.133 e_above_lowest_kcal_mol=106.8 total_energy_ha=-325.7674
C 0.5476 -0.2721 1.4541 -1.64
C -0.0964 -0.2147 0.0685 1.76
C -1.5352 -0.7783 0.1132 -1.45
C -0.2562 1.1664 -0.5541 -0.48
O 0.2867 1.0464 -1.7599 -0.19
C 0.8090 -0.2593 -1.9037 -0.08
N 0.6591 -1.0170 -0.9166 -0.60
H 0.4997 -1.2948 1.8454 0.39
H 0.0189 0.3928 2.1452 0.37
H 1.5962 0.0336 1.4061 0.39
H -2.1392 -0.2359 0.8464 0.35
H -2.0206 -0.6946 -0.8652 0.35
H -1.4938 -1.8368 0.3879 0.38
H 0.5509 2.3782 0.2624 -0.07
H 1.3018 2.3511 0.4808 0.11
H 1.2591 -0.4678 -2.8672 0.40

***

31
Properties=species:S:1:pos:R:3:mulliken_charge:R:1 method="wB97M-V/def2-TZVPD" gap_ev=3.79 mol_weight_da=369.616 charge=+3 e_above_lowest_kcal_mol=32.4 total_energy_ha=-729.6666
Tl 0.6285 1.6936 -1.4809 1.37
C -2.5296 -3.3960 -0.2075 -0.68
O -1.6624 -2.4041 -0.6936 -0.26
C -0.6012 -2.8418 -1.5451 -0.54
C 0.2467 -1.6343 -1.9710 -0.60
N 0.2941 -0.5826 -0.9239 -0.35
C 1.2309 -0.9601 0.1380 -0.40
C 0.9906 0.0303 1.2440 -0.82
O 1.4285 1.3069 0.8341 -0.26
C 1.3489 2.1780 1.9282 -0.85
H -3.0992 -3.8863 -0.9970 0.33
H -3.2845 -2.9352 0.4296 0.29
H -1.9319 -4.0664 0.4100 0.36
H -0.9950 -3.4100 -2.3878 0.53
H 0.1156 -3.4795 -1.0278 0.40
H -0.4269 -1.2850 -2.7535 0.33
H 1.2054 -1.8047 -2.4608 0.47
H -0.5865 -0.5721 -0.4294 0.55
H 2.2897 -0.9151 -0.1170 0.41
H 0.9960 -1.9361 0.5628 0.38
H 1.6773 -0.3667 1.9917 0.44
H -0.0375 0.0858 1.6017 0.50
H 0.3387 2.2816 2.3244 0.43
H 1.7516 3.1403 1.6122 0.25
H 2.0055 1.8448 2.7319 0.38
C -0.5683 4.0699 0.2539 -0.61
O 0.5924 3.3973 -0.1913 -0.41
H -0.3994 5.1436 0.3366 0.35
H -1.2312 3.9636 -0.6047 0.32
H -1.1123 3.5944 1.0701 0.32
H 1.3251 3.7459 0.3218 0.37